(1)
# C5H8

One molecule with the formula C5H8 in a non-equilibrium geometry (ωB97M-V/def2-TZVPD, the OMol25 dataset).

Each line ends with the natural charge from an NBO analysis.
Positions of all 13 atoms, in Å:
C  -1.79491  0.27760  0.32137  -0.61
C  -0.56659  -0.13198  -0.57974  -0.43
C  0.68927  -0.36190  0.22285  -0.20
C  2.10292  -0.49613  -0.39967  -0.18
C  1.76979  0.59551  0.24427  -0.20
H  -1.52663  1.09949  1.00665  0.21
H  -2.06386  -0.58173  1.12976  0.20
H  -2.73699  0.36227  -0.35550  0.22
H  -0.29189  0.71832  -1.17755  0.20
H  -0.87516  -0.99755  -1.07281  0.20
H  0.45549  -1.07056  1.24907  0.15
H  2.79961  -1.07017  -0.98618  0.23
H  2.03894  1.65681  0.39749  0.22

Atomic forces in eV per Å
C -0.73 -2.31 0.79
C -0.46 1.43 2.53
C -0.60 -3.38 2.71
C -1.39 1.05 1.05
C 1.68 0.96 -0.83
H -0.55 0.22 -0.80
H 0.69 1.58 -2.07
H 1.61 0.46 1.46
H -0.41 0.12 -1.06
H -0.18 -1.25 -1.42
H 0.67 1.98 -2.60
H -0.13 0.09 0.01
H -0.19 -0.94 0.22

## Properties
Energy above the lowest of the compared OMol25 structures with the same formula, charge and spin in kJ/mol: 305.51
Net charge: 0
HOMO level in eV: -9.2
SMILES string: CCC1C=C1

***

(2)
# C8H12O2

A 2-piece molecular cluster, C8H12O2 overall in a non-equilibrium geometry (ωB97M-V/def2-TZVPD, the OMol25 dataset).

Each line ends with the natural charge from an NBO analysis.
Positions of all 22 atoms, in Å:
C  -0.26853  0.86795  -1.97545  -0.63
C  -0.66726  0.67528  -0.54749  -0.07
C  -1.90029  0.22725  -0.20027  -0.18
C  -2.49084  0.41072  1.05967  -0.31
C  -1.84208  1.23592  1.93071  0.30
O  -2.38170  1.91456  2.96682  -0.68
C  -0.51766  1.69944  1.68784  -0.26
C  0.07747  1.39459  0.44764  -0.17
H  -0.46183  1.91959  -2.26507  0.22
H  -0.72190  0.24339  -2.74235  0.22
H  0.83267  0.79398  -2.14665  0.22
H  -2.53878  -0.39945  -0.86891  0.21
H  -3.52438  0.10666  1.17333  0.21
H  -3.28990  1.73139  3.22305  0.48
H  0.06002  2.42348  2.27574  0.23
H  1.13060  1.70981  0.36541  0.22
C  3.43106  -3.01122  -0.73862  -0.24
O  2.50006  -1.96870  -0.44459  -0.73
H  3.86817  -3.28539  0.18191  0.17
H  4.19218  -2.68089  -1.44596  0.17
H  2.86183  -3.87896  -1.07835  0.16
H  1.65109  -2.12942  -0.85840  0.47

Atomic forces in eV per Å
C 1.60 0.51 -0.97
C 1.21 1.60 0.23
C -1.65 -1.94 0.07
C 0.12 0.32 -0.66
C 1.16 1.80 0.42
O -0.42 0.21 1.37
C 0.54 -0.73 -2.24
C -0.79 -0.55 1.26
H -0.22 -0.45 0.14
H -0.34 -0.23 0.32
H -0.62 -0.21 0.37
H 0.83 0.83 0.06
H 0.10 -0.03 0.35
H -0.01 -0.48 -0.46
H -0.80 -0.59 0.41
H -0.71 -0.09 -0.67
C -1.45 0.24 -0.49
O 0.23 0.44 0.09
H 0.81 -0.29 1.00
H -0.10 -0.12 -0.11
H 0.43 -0.12 -0.37
H 0.07 -0.10 -0.12

## Properties
Energy above the lowest of the compared OMol25 structures with the same formula, charge and spin in kJ/mol: 120.75
Net charge: 0
HOMO level in eV: -8.2
SMILES string: Cc1ccc(O)cc1.CO

***

(3)
# C15H36N2O10S3

A 6-piece molecular cluster, C15H36N2O10S3 overall in a non-equilibrium geometry (ωB97M-V/def2-TZVPD, the OMol25 dataset).

Each line ends with the Löwdin spin population.
Positions of all 66 atoms, in Å:
C  -0.36592  -5.84556  -0.67471  0.03
C  -0.95324  -4.47340  -0.34159  0.14
O  -2.21588  -4.86955  0.16721  0.71
H  -0.22250  -6.48344  0.19744  0.00
H  0.61883  -5.82520  -1.14157  0.00
H  -0.95294  -6.45528  -1.36155  0.00
H  -1.08800  -3.97318  -1.30062  0.08
H  -0.46040  -3.82313  0.38116  0.03
H  -2.55692  -4.07622  0.58664  0.01
C  -0.72039  4.54772  -0.47121  0.00
C  -1.69435  3.45152  -0.55301  0.00
N  -2.46672  2.54675  -0.62179  0.00
H  -0.99488  5.27136  0.29632  0.00
H  -0.65517  4.93935  -1.48633  0.00
H  0.21112  4.10640  -0.11676  0.00
C  -0.44190  -0.33503  -0.57070  0.00
C  0.50566  0.73622  -0.59194  0.00
N  1.25842  1.62298  -0.54285  0.00
H  -0.00995  -1.27232  -0.21999  0.00
H  -0.95942  -0.49068  -1.51730  0.00
H  -1.19684  -0.02352  0.15119  0.00
O  4.56246  3.99367  -6.79647  0.00
S  3.34471  4.79536  -6.56611  0.00
O  2.34106  4.88748  -7.60611  0.00
O  2.59856  4.27762  -5.16200  0.00
C  3.32838  4.24670  -3.95767  0.00
C  2.56379  3.45811  -2.90825  0.00
C  3.83999  6.52873  -6.03581  0.00
H  3.57395  5.23206  -3.56160  0.00
H  4.30264  3.81549  -4.18781  0.00
H  2.05651  2.54738  -3.22659  0.00
H  1.80016  3.91866  -2.28146  0.00
H  3.20080  2.91802  -2.20780  0.00
H  3.04517  7.01720  -5.47211  0.00
H  4.27221  7.13951  -6.82842  0.00
H  4.60535  6.30924  -5.29139  0.00
O  0.95577  -0.71971  3.15475  0.00
S  2.40458  -0.73280  3.33671  0.00
O  2.91133  -0.90680  4.66009  0.00
O  3.05317  -2.01868  2.45097  0.00
C  2.65162  -2.17345  1.10803  0.00
C  2.63915  -3.66243  0.68951  0.00
C  3.20978  0.64778  2.46668  0.00
H  3.23998  -1.45303  0.53975  0.00
H  1.64678  -1.83203  0.85938  0.00
H  3.59966  -4.16129  0.56045  0.00
H  1.98733  -3.78745  -0.17513  0.00
H  2.20123  -4.21854  1.51840  0.00
H  3.02851  1.55813  3.03810  0.00
H  2.76121  0.60128  1.47435  0.00
H  4.29328  0.56802  2.37856  0.00
O  -3.04480  -2.61592  1.53561  0.00
S  -4.27962  -1.96254  2.01525  0.00
O  -5.48210  -2.08620  1.20502  0.00
O  -4.66894  -2.60086  3.52309  0.00
C  -5.75884  -2.14179  4.22908  0.00
C  -5.79329  -3.14503  5.51419  0.00
C  -3.96799  -0.21470  2.51093  0.00
H  -6.62387  -2.48415  3.66110  0.00
H  -5.87497  -1.07411  4.41535  0.00
H  -4.96433  -2.93613  6.19042  0.00
H  -5.88766  -4.15839  5.12395  0.00
H  -6.67806  -2.92776  6.11258  0.00
H  -3.10002  -0.23413  3.16999  0.00
H  -4.84051  0.24066  2.97939  0.00
H  -3.69273  0.27118  1.57485  0.00

Atomic forces in eV per Å
C 1.62 -0.79 -0.29
C -0.39 -3.57 0.46
O 1.06 0.47 -1.35
H -0.20 0.39 0.36
H 0.04 0.57 -0.01
H -0.48 0.53 -0.04
H -0.46 0.70 -0.48
H 0.03 0.33 0.04
H -1.57 1.79 1.75
C -0.27 -0.79 0.17
C -3.06 -3.45 0.08
N 3.15 3.50 0.32
H -0.31 0.16 -0.39
H 0.33 0.41 0.28
H 0.21 0.01 -0.41
C -1.09 -0.47 0.32
C 2.01 1.99 -0.09
N -1.24 -1.57 -0.08
H 0.14 0.15 -0.06
H 0.24 0.17 -0.09
H -0.17 -0.17 0.04
O -2.33 1.53 0.80
S 1.04 0.37 -0.21
O 0.87 -0.42 1.62
O -0.38 0.91 -2.33
C 0.82 -0.48 0.80
C -0.21 -1.57 0.69
C 0.20 -1.56 0.67
H -0.41 0.36 -0.16
H 0.02 -0.46 0.24
H -0.18 0.22 -1.15
H 0.24 0.77 -0.34
H 0.70 0.73 0.24
H -0.31 -0.12 -0.55
H -0.33 -0.40 -0.16
H 0.28 0.14 -0.16
O 1.80 0.23 -0.47
S 0.02 -1.15 -0.41
O 0.06 0.13 -0.69
O -1.07 1.08 1.56
C -0.21 -0.04 -1.14
C 0.29 0.38 0.83
C -0.44 -0.53 0.27
H 0.59 -0.65 -0.59
H -0.43 0.18 0.94
H 0.10 0.43 -0.37
H 0.30 -0.03 -0.22
H -0.32 0.08 0.12
H -0.50 -0.05 -0.26
H -0.06 0.61 0.08
H -0.11 -0.66 0.26
O -1.14 0.52 0.75
S -2.38 -0.23 1.45
O 1.89 0.35 0.73
O 3.96 0.38 -3.09
C -2.79 -2.50 1.87
C -0.38 2.24 -0.96
C 0.72 -1.16 -0.89
H -0.40 0.53 -0.06
H 0.67 -0.04 0.22
H 0.28 -0.48 -0.34
H 0.44 0.11 0.22
H -0.21 0.03 -0.21
H -0.12 -0.04 0.06
H 0.01 -0.35 -0.25
H -0.17 0.23 0.05

## Properties
2S+1: 2
Net charge: +1
HOMO level (spin up / spin down) in eV: -12.6 / -12.6